# 1
{"formula": "C3H9N", "method": "ωB97M-V/def2-TZVPD", "e_homo_ha": -0.22749, "e_above_lowest_ev": 7.604, "e_tot_ha": -174.1736, "charge": 0, "elements": ["C", "C", "N", "C", "H", "H", "H", "H", "H", "H", "H", "H", "H"], "coordinates": [[-1.0780, -0.3520, 0.8093], [-1.1713, 0.5116, -0.2701], [1.7072, 1.3166, 0.7668], [1.8856, 1.5893, -0.3914], [-0.9396, 0.1328, -1.2533], [-0.7536, -1.3492, 0.5636], [-1.7912, -0.2090, 1.5876], [-1.5569, 1.5051, -0.0776], [0.1129, -3.2211, -0.0048], [-0.2125, 0.6270, 0.8022], [1.0504, 1.7847, -1.1704], [2.7825, 1.5360, -1.0363], [-0.0355, -3.8720, -0.3257]], "atomic_forces_ev_per_a": [[-0.58, 0.94, -2.14], [-1.68, -0.83, -0.48], [-0.69, -1.00, 2.71], [-0.63, -0.08, -2.95], [0.46, 0.57, -0.10], [0.51, -0.01, 0.47], [0.38, 0.37, 1.14], [-0.14, 0.03, -0.54], [0.07, -0.04, 0.00], [2.43, -0.15, 1.01], [-0.68, -0.10, 0.29], [0.58, 0.31, 0.59], [-0.03, -0.01, -0.01]], "mulliken_charge": [-0.096, -0.492, -0.679, -0.213, 0.325, 0.050, 0.295, 0.293, -0.187, 0.246, 0.064, 0.236, 0.158]}

---

# 2
{"formula": "C4H7NO", "method": "ωB97M-V/def2-TZVPD", "e_homo_ha": [-0.29975, -0.29972], "e_above_lowest_ev": 5.655, "e_tot_ha": -286.4238, "charge": 0, "elements": ["C", "N", "C", "C", "C", "O", "H", "H", "H", "H", "H", "H", "H"], "coordinates": [[-0.4914, -1.0336, -1.3679], [0.1002, -0.6745, -0.2709], [-0.1615, -0.7678, 1.1698], [0.4928, 0.3500, 0.4869], [1.4567, 1.4003, 0.5114], [1.7102, 2.0750, 1.4961], [-1.1338, -1.9048, -1.3648], [-0.2673, -0.5046, -2.2875], [-1.6428, 0.6771, -0.7737], [-1.2254, -0.7192, 1.4250], [0.4377, -1.4868, 1.7254], [-1.2305, 1.1094, -0.2882], [1.9763, 1.5616, -0.4564]], "atomic_forces_ev_per_a": [[0.26, -0.17, 0.01], [-0.04, 0.06, -0.15], [-0.11, -0.17, 0.20], [0.36, -0.14, -0.04], [-0.01, 0.04, 0.21], [-0.02, -0.19, -0.35], [0.22, 0.01, 0.05], [0.06, -0.12, 0.15], [-0.25, 0.43, 0.09], [0.20, 0.11, 0.07], [-0.15, -0.09, -0.16], [-0.42, 0.19, -0.17], [-0.10, 0.04, 0.09]], "mulliken_charge": [-0.499, -0.055, -0.231, 0.149, -0.230, -0.526, 0.300, 0.347, 0.027, 0.245, 0.223, -0.019, 0.269]}

---

# 3
{"formula": "C42H118N14O12", "method": "ωB97M-V/def2-TZVPD", "e_homo_ha": -0.31347, "e_above_lowest_ev": 5.450, "e_tot_ha": -3340.2183, "charge": 0, "smiles": "COC[C@H](C)N.COC[C@H](C)N.COC[C@H](C)N.COC[C@H](C)N.COC[C@H](C)N.COC[C@H](C)N.COC[C@H](C)N.COC[C@H](C)N.COC[C@H](C)N.COC[C@H](C)N.NC(N)=O.NC(N)=O", "elements": ["C", "O", "C", "C", "C", "N", "H", "H", "H", "H", "H", "H", "H", "H", "H", "H", "H", "C", "O", "C", "C", "C", "N", "H", "H", "H", "H", "H", "H", "H", "H", "H", "H", "H", "C", "O", "C", "C", "C", "N", "H", "H", "H", "H", "H", "H", "H", "H", "H", "H", "H", "C", "O", "C", "C", "C", "N", "H", "H", "H", "H", "H", "H", "H", "H", "H", "H", "H", "C", "O", "C", "C", "C", "N", "H", "H", "H", "H", "H", "H", "H", "H", "H", "H", "H", "C", "O", "C", "C", "C", "N", "H", "H", "H", "H", "H", "H", "H", "H", "H", "H", "H", "C", "O", "C", "C", "C", "N", "H", "H", "H", "H", "H", "H", "H", "H", "H", "H", "H", "C", "O", "C", "C", "C", "N", "H", "H", "H", "H", "H", "H", "H", "H", "H", "H", "H", "C", "O", "C", "C", "C", "N", "H", "H", "H", "H", "H", "H", "H", "H", "H", "H", "H", "C", "O", "C", "C", "C", "N", "H", "H", "H", "H", "H", "H", "H", "H", "H", "H", "H", "N", "C", "N", "O", "H", "H", "H", "H", "N", "C", "N", "O", "H", "H", "H", "H"], "coordinates": [[4.5601, 23.2845, -12.9012], [5.3534, 24.1525, -13.6606], [6.7531, 24.3117, -13.3400], [7.0975, 25.2019, -12.1462], [6.6800, 26.6536, -12.3166], [8.5738, 25.2614, -11.9358], [4.7787, 22.2497, -13.1649], [3.5135, 23.4541, -13.1542], [4.7056, 23.3976, -11.8269], [7.2007, 23.3458, -13.1063], [7.1853, 24.7610, -14.2341], [6.6277, 24.7541, -11.2705], [6.7771, 27.1448, -11.3484], [5.6379, 26.7745, -12.6123], [7.3064, 27.1802, -13.0367], [9.0296, 24.4043, -12.2145], [8.9301, 26.0964, -12.3786], [7.6723, 20.0836, -12.4383], [6.4448, 19.4455, -12.8223], [5.7990, 18.8374, -11.7499], [4.3856, 18.5173, -12.1849], [3.4755, 19.7186, -12.5889], [3.7569, 17.8272, -11.0170], [8.2114, 20.4814, -13.2981], [8.3590, 19.3914, -11.9510], [7.3968, 20.9293, -11.8082], [6.2738, 17.9047, -11.4451], [5.7650, 19.5805, -10.9532], [4.3134, 17.7919, -12.9952], [3.8836, 20.3035, -13.4132], [3.4392, 20.4953, -11.8250], [2.4815, 19.4549, -12.9502], [3.7858, 18.3976, -10.1840], [2.7727, 17.7667, -11.2356], [10.1839, 25.9609, -9.1486], [9.9721, 26.1249, -7.7267], [8.6073, 25.9328, -7.2585], [7.6330, 26.9944, -7.7317], [7.9873, 28.4851, -7.3730], [6.3073, 26.8473, -7.2250], [9.7133, 26.8613, -9.5434], [9.8186, 25.0428, -9.6089], [11.2430, 25.9702, -9.4062], [8.1898, 24.9479, -7.4676], [8.6752, 25.9916, -6.1722], [7.7233, 26.8842, -8.8123], [7.0722, 29.0684, -7.4752], [8.7943, 28.8126, -8.0284], [8.2761, 28.5630, -6.3248], [6.1568, 27.5355, -6.5012], [5.6530, 27.1892, -7.9143], [10.2920, 17.8901, -8.9658], [9.0098, 18.4396, -8.6779], [7.9374, 17.5179, -8.4241], [6.7900, 18.3508, -7.8065], [6.8923, 18.5056, -6.2452], [5.5358, 17.7214, -8.1381], [11.0926, 18.6013, -8.7622], [10.4384, 17.6436, -10.0174], [10.4779, 16.9882, -8.3825], [7.6584, 16.9843, -9.3327], [8.2392, 16.6739, -7.8040], [6.9348, 19.3486, -8.2204], [6.9072, 17.5301, -5.7591], [5.9929, 18.9014, -5.7734], [7.7468, 19.1164, -5.9542], [5.4548, 16.9004, -7.5554], [5.5656, 17.4211, -9.1020], [-3.6755, 21.5559, -2.0959], [-3.1475, 21.1067, -3.3176], [-3.3608, 22.0529, -4.3243], [-2.3737, 21.8068, -5.4345], [-0.8580, 21.9627, -5.0206], [-2.6516, 22.5539, -6.6149], [-4.7567, 21.4194, -2.1193], [-3.5539, 22.6330, -1.9810], [-3.2375, 20.9680, -1.2892], [-4.4146, 21.9540, -4.5849], [-3.3117, 23.0998, -4.0247], [-2.5677, 20.7689, -5.7053], [-0.1157, 21.7227, -5.7818], [-0.6110, 21.3388, -4.1616], [-0.6028, 22.9432, -4.6185], [-2.5918, 23.5280, -6.3549], [-1.8894, 22.4661, -7.2719], [-1.7234, 18.3055, -1.9390], [-0.8430, 17.9227, -2.9643], [-1.3947, 17.8076, -4.2545], [-0.2728, 17.3259, -5.2408], [-0.8587, 17.1752, -6.6499], [0.2721, 16.0103, -4.9270], [-1.3949, 18.9658, -1.1363], [-2.0380, 17.4563, -1.3323], [-2.6145, 18.7906, -2.3372], [-2.2030, 17.0789, -4.3155], [-1.7466, 18.7673, -4.6331], [0.5232, 18.0695, -5.2002], [-0.1332, 16.9068, -7.4179], [-1.2028, 18.1629, -6.9567], [-1.6986, 16.4949, -6.7905], [0.7981, 16.0484, -4.0656], [-0.5311, 15.4283, -4.7366], [-0.7071, 20.0262, -9.0314], [-0.7359, 18.6875, -9.5960], [0.0058, 18.5589, -10.7804], [-0.3438, 17.1791, -11.4231], [-0.2399, 16.0862, -10.3734], [0.5978, 16.8307, -12.4452], [-0.6780, 20.8454, -9.7500], [0.2668, 20.1654, -8.5621], [-1.4425, 20.1232, -8.2327], [-0.3907, 19.3470, -11.4205], [1.0595, 18.5809, -10.5025], [-1.3954, 17.2840, -11.6901], [-1.1790, 16.1372, -9.8223], [0.5655, 16.1374, -9.6408], [-0.2561, 15.1229, -10.8831], [0.4127, 15.8666, -12.6826], [0.4755, 17.3556, -13.2995], [7.0064, 22.4835, -5.3797], [6.1467, 22.9538, -4.4138], [5.7382, 24.2971, -4.6541], [4.6825, 24.7371, -3.6126], [3.4130, 23.9072, -3.6306], [4.1897, 26.0412, -3.9727], [7.5190, 21.6244, -4.9469], [7.7346, 23.1373, -5.8598], [6.4109, 22.0889, -6.2030], [6.6281, 24.9241, -4.5989], [5.2858, 24.4132, -5.6389], [5.1141, 24.7772, -2.6125], [2.8267, 23.8172, -4.5451], [2.5955, 24.0137, -2.9175], [3.7986, 22.8987, -3.4813], [3.2328, 25.9326, -3.6682], [4.1408, 26.0198, -4.9813], [5.0827, 23.6549, -8.3992], [4.2577, 22.7258, -7.7985], [4.2175, 21.4231, -8.3607], [3.0390, 20.5880, -7.7605], [3.2034, 20.4752, -6.2643], [2.8284, 19.3003, -8.3937], [4.5701, 23.8664, -9.3376], [6.1041, 23.3121, -8.5642], [5.1990, 24.5305, -7.7606], [4.1132, 21.4760, -9.4444], [5.1756, 20.9367, -8.1771], [2.1436, 21.1816, -7.9452], [2.7958, 21.3716, -5.7969], [4.2604, 20.3295, -6.0416], [2.7486, 19.6718, -5.6848], [1.9610, 18.9340, -8.0282], [3.6025, 18.7797, -8.0068], [3.3414, 19.9300, 0.5318], [3.6866, 19.0289, -0.4910], [2.5610, 18.2356, -0.8528], [2.9202, 17.4765, -2.1982], [3.2837, 18.3949, -3.3231], [1.7285, 16.7693, -2.6860], [2.8064, 20.7909, 0.1308], [4.3015, 20.3051, 0.8862], [2.6932, 19.5733, 1.3323], [2.2716, 17.5370, -0.0677], [1.6876, 18.8613, -1.0368], [3.6553, 16.7176, -1.9300], [2.5368, 19.1592, -3.5379], [3.7407, 17.8947, -4.1770], [4.1031, 19.0346, -2.9952], [1.4800, 16.2346, -1.8660], [0.9805, 17.4304, -2.8392], [2.8597, 16.1980, -6.2507], [3.8596, 15.4905, -5.7822], [3.5451, 15.1127, -4.6105], [4.9199, 15.2793, -6.2691], [3.0966, 16.4610, -7.1967], [1.9561, 16.1486, -5.8022], [4.0825, 14.4617, -4.0560], [2.9232, 15.7158, -4.0912], [-0.6456, 24.2860, -8.5788], [0.5279, 24.1760, -8.0224], [1.4576, 23.9394, -8.8751], [0.6852, 24.2880, -6.8244], [-0.6907, 24.1942, -9.5836], [-1.4746, 24.5808, -8.0828], [1.3215, 23.7930, -9.8651], [2.3891, 23.9828, -8.4869]], "atomic_forces_ev_per_a": [[0.38, -0.54, 0.07], [0.75, 1.10, -0.11], [-0.84, -0.06, 0.06], [0.64, 0.51, -0.38], [-0.74, -0.04, 0.55], [-1.29, -0.38, 0.31], [0.12, -0.21, 0.08], [0.06, 0.23, 0.02], [-0.06, 0.12, 0.21], [0.10, -0.38, -0.38], [0.12, -0.24, -0.08], [-0.05, 0.15, 0.27], [0.14, 0.21, 0.00], [0.00, -0.17, -0.12], [0.02, -0.09, -0.12], [0.27, 0.19, -0.20], [0.37, -0.41, -0.23], [-0.74, -0.18, -0.27], [1.60, 0.44, -1.03], [-0.80, 0.45, -0.82], [-2.22, -0.01, 1.20], [1.38, 0.68, -0.59], [0.40, -0.19, -0.69], [-0.42, -0.14, -0.31], [-0.11, -0.04, 0.38], [0.34, 0.06, 0.44], [0.25, -0.01, 0.25], [-0.09, -0.18, 0.71], [0.61, 0.03, -0.15], [0.38, -0.31, -0.41], [-0.36, -0.32, 0.60], [-0.05, -0.40, 0.52], [0.05, 0.41, 0.09], [-0.20, -0.45, -0.01], [-0.47, 0.87, 0.76], [-0.56, -1.05, -0.03], [0.89, 0.52, 0.74], [1.31, 2.05, -0.34], [0.83, -1.27, -0.52], [-1.69, -1.17, 0.05], [0.06, -0.32, -0.99], [-0.62, 0.05, 0.38], [0.14, 0.29, 0.62], [0.17, -0.22, -0.45], [0.22, -0.03, 0.15], [-0.85, 0.23, -0.31], [0.28, 0.21, -0.44], [0.00, 0.51, 0.27], [0.25, -0.06, 0.03], [0.18, -0.28, 0.61], [-0.18, -0.31, -0.41], [-0.26, -0.19, -0.01], [0.50, -0.27, 0.11], [0.87, 0.58, 0.21], [0.88, -0.50, 1.06], [-0.18, -0.52, -0.66], [-0.45, 0.64, 0.08], [-0.34, 0.29, 0.38], [-0.42, -0.20, -0.29], [0.00, -0.09, 0.14], [-0.42, 0.47, -0.55], [0.30, 0.15, 0.70], [-0.48, 0.12, -0.33], [0.60, -0.30, -0.18], [-0.16, 0.62, -0.53], [0.03, -0.18, 0.00], [-0.23, -0.52, 0.10], [-0.30, -0.18, -0.18], [-0.65, -0.20, -0.16], [1.01, 0.39, 0.61], [-0.54, 0.31, -0.46], [1.69, -1.39, 0.02], [-0.70, -0.36, 1.30], [-0.74, 1.19, -0.64], [-0.32, -0.24, 0.28], [0.53, 0.03, 0.32], [-0.03, 0.23, 0.02], [-0.13, -0.09, -0.96], [0.53, 0.24, 0.73], [0.37, -0.39, 0.00], [-0.40, 0.05, -0.39], [-0.19, -0.50, 0.02], [-0.32, 0.45, -0.49], [-0.18, 0.48, 0.00], [0.12, -0.33, -0.12], [-1.48, -0.22, 0.56], [0.44, 0.43, 0.46], [1.02, -0.19, -1.23], [-1.18, -0.80, -0.03], [0.08, 1.62, -0.40], [-0.34, 0.10, 0.35], [1.19, 0.46, -0.63], [-0.22, -0.58, -0.37], [-0.05, -0.06, -0.19], [-0.27, -0.13, 0.30], [-0.24, 0.22, 0.23], [0.17, 0.05, -0.25], [0.29, -0.12, 0.34], [-0.30, 0.06, -0.21], [-0.01, -0.17, 0.60], [0.09, -0.15, 0.14], [-0.02, -0.55, -0.20], [1.43, -1.17, 0.09], [-1.15, 1.17, 1.14], [-0.58, -0.88, -0.07], [0.65, 1.05, 1.89], [-1.40, -0.12, 0.33], [0.13, 0.12, -0.84], [-0.87, -0.14, -0.46], [0.24, -0.11, 0.36], [-0.31, -0.05, -0.48], [0.86, 0.31, -0.58], [0.27, 0.44, -0.57], [-0.18, -0.29, -0.55], [0.09, -0.18, 0.37], [0.26, 0.16, -0.41], [0.25, -0.17, 0.14], [0.29, -0.15, -0.21], [-0.02, 0.24, -0.13], [0.03, -1.76, -0.97], [-0.47, 1.42, 0.79], [-0.49, -0.51, 1.02], [-0.64, -0.21, -0.49], [0.55, -3.45, 0.09], [0.37, 1.54, -0.07], [0.24, 0.06, -0.05], [0.10, 0.67, 0.60], [-0.13, -0.15, -0.42], [-0.03, 0.38, -0.01], [0.00, -0.17, -0.27], [0.11, -0.23, 0.04], [0.65, 0.59, -0.74], [0.61, 0.78, 0.77], [-0.47, -0.64, 0.18], [-0.24, 1.18, -0.18], [-0.21, 0.41, -0.35], [0.13, 0.08, -0.56], [-1.06, -1.07, 1.64], [-0.24, -0.43, -0.06], [-0.60, 1.15, 0.12], [0.40, 0.51, 1.07], [0.76, 0.60, -0.44], [0.60, 0.73, -0.59], [0.16, -0.38, -0.27], [-0.41, 0.08, -0.09], [-0.23, 0.08, -0.35], [0.21, -0.31, 0.16], [-0.11, 0.26, -0.13], [0.57, 0.30, 0.18], [0.20, 0.44, 0.24], [-0.56, -0.45, -0.88], [-0.04, -0.27, 0.12], [0.20, -1.14, -0.22], [0.68, 1.07, -0.28], [-1.16, -0.84, 0.40], [1.07, 0.00, -1.81], [-1.43, 0.61, 0.69], [2.25, 1.25, 0.73], [1.02, -0.52, 1.44], [-0.14, 0.19, -0.33], [-0.21, -0.01, 0.48], [0.30, -0.68, 0.14], [0.21, -0.28, 0.22], [-0.19, 0.33, -0.16], [0.40, 0.19, -0.36], [-0.53, -0.55, -0.33], [-0.76, -0.14, -0.26], [0.29, 0.09, 0.22], [-0.87, -0.61, -0.08], [-0.22, 0.26, 0.20], [-0.15, 2.05, -3.19], [-0.35, 0.75, -0.22], [-1.17, -2.56, 6.92], [3.52, -0.67, -2.85], [-1.11, 0.53, -0.11], [-0.52, -0.15, -0.71], [0.26, 0.36, -0.42], [-0.29, -0.46, 0.26], [-4.05, 0.19, -2.13], [-1.12, 0.56, 2.86], [4.45, -0.82, -2.44], [0.55, 0.20, 1.36], [-0.49, 0.22, 0.30], [0.45, -0.11, -0.06], [0.13, 0.14, 0.40], [0.13, -0.45, -0.30]], "mulliken_charge": [-0.105, -0.365, -0.661, 1.294, -1.471, -0.409, 0.199, 0.338, -0.181, 0.129, 0.236, -0.473, 0.247, 0.349, 0.479, 0.238, 0.224, -0.449, -0.446, 0.085, 0.224, -0.864, -0.603, 0.314, 0.232, 0.103, 0.229, -0.065, 0.398, 0.428, -0.085, 0.298, 0.195, 0.028, -0.605, -0.479, -0.039, 1.185, -1.787, -0.353, 0.200, 0.240, 0.339, -0.093, 0.205, -0.631, 0.509, 0.354, 0.406, 0.306, 0.277, -0.870, -0.264, -0.861, 0.754, -1.478, -0.173, 0.277, 0.277, 0.321, 0.405, 0.475, 0.001, 0.402, 0.073, 0.347, 0.071, 0.165, -0.838, -0.051, -1.384, 0.939, -1.171, -0.695, 0.330, 0.361, 0.199, 0.458, 0.531, -0.226, 0.054, 0.466, 0.481, 0.396, 0.149, -1.060, -0.382, -0.392, 1.535, -1.183, -0.589, 0.349, 0.415, 0.297, 0.393, -0.198, -0.644, 0.123, 0.063, 0.404, 0.392, 0.363, -0.764, -0.283, 0.090, 0.131, -1.401, -0.454, 0.466, 0.260, 0.250, 0.415, -0.351, 0.378, 0.279, 0.087, 0.584, 0.222, 0.229, -0.183, -0.395, 0.737, 0.363, -1.617, -0.837, 0.261, 0.190, -0.137, 0.291, -0.804, 0.351, 0.363, 0.468, 0.375, 0.356, 0.282, -1.390, 1.510, -0.568, 1.260, 0.772, 1.289, 0.266, 0.297, 0.034, -0.085, -0.771, -0.581, 0.389, -0.408, -1.245, -0.293, -0.604, -0.830, -0.334, -0.770, -0.155, -0.940, -0.242, 0.315, 0.276, 0.329, 0.486, 0.288, 0.393, 0.269, 0.017, 0.725, 0.144, 0.046, -0.084, 0.454, -0.220, -0.758, -0.040, 0.325, 0.270, 0.107, -0.334, 0.660, -0.164, -0.699, 0.110, 0.284, 0.166, -0.094]}